29
Properties=species:S:1:pos:R:3:forces:R:3 method="wB97M-V/def2-TZVPD" orbital_gap_ha="0.1616 / 0.1618" total_charge=-1 multiplicity=3 e_lumo_ev="2.10 / 2.11" e_homo_ev="-2.297 / -2.297" e_tot_ha=-4274.8776 e_above_lowest_kcal_mol=0.00
C -0.786 1.472 -1.937 -0.247 -0.249 0.266
C 0.452 1.871 -2.459 0.192 0.048 -0.336
C 1.090 0.729 -3.022 0.264 -0.004 -0.169
H 0.831 2.877 -2.417 0.129 0.099 -0.160
C 0.266 -0.398 -2.748 -0.623 -0.479 -0.234
C -0.915 0.087 -2.113 -0.141 -0.804 -0.026
H -1.830 -0.507 -1.879 1.123 0.552 0.060
H -1.566 2.090 -1.500 0.449 -0.060 0.127
H 2.072 0.690 -3.485 -0.116 0.109 -0.209
H 0.410 -1.445 -3.062 0.101 0.739 0.151
Tm 1.699 0.363 -0.716 -2.620 0.773 0.373
Br 1.823 2.442 0.841 0.522 0.170 0.105
C -1.579 0.173 2.887 -0.237 0.502 -0.878
C -2.489 -0.356 1.920 0.360 0.661 -0.130
C -2.920 0.721 1.083 0.748 -0.189 0.512
H -2.689 -1.417 1.746 -0.111 0.335 0.186
C -2.264 1.906 1.521 0.266 -0.876 0.447
C -1.435 1.573 2.633 -0.671 -0.880 -0.638
H -0.748 2.240 3.127 0.031 0.140 0.179
H -0.994 -0.407 3.597 -0.192 0.093 -0.003
H -3.525 0.627 0.183 -0.094 0.019 0.197
H -2.313 2.874 1.043 -0.112 0.152 0.014
C 2.692 -3.128 1.021 0.688 -0.622 0.396
C 2.124 -1.952 0.286 -0.632 1.487 -0.345
O 2.904 -1.396 -0.617 0.126 -1.243 0.824
O 0.996 -1.394 0.509 1.678 -1.250 -0.024
H 2.514 -4.067 0.469 -0.191 0.414 0.131
H 2.396 -3.272 2.078 -0.349 0.375 -0.775
H 3.784 -2.998 1.012 -0.338 -0.014 -0.043